The following is a quantum chemistry calculation of a single C18H18N4S molecule, from the OMol25 dataset.

ORCA input file:
```
! wB97M-V def2-TZVPD RIJCOSX def2/J DEFGRID3
* xyz 0 1
C 1.289 2.751 0.243
C 2.483 1.877 0.622
N 2.371 0.557 0.058
C 1.977 -0.612 0.661
C 1.673 -0.752 2.103
S 0.367 0.381 2.698
C -0.994 -0.275 1.835
N -0.977 -1.412 1.207
C -2.230 -1.540 0.666
C -2.773 -2.557 -0.109
C -4.085 -2.418 -0.512
C -4.849 -1.304 -0.160
C -4.328 -0.281 0.608
C -3.011 -0.413 1.013
N -2.185 0.394 1.765
C -2.530 1.647 2.372
N 1.947 -1.627 -0.152
C 2.325 -1.141 -1.374
C 2.469 -1.786 -2.598
C 2.881 -1.030 -3.674
C 3.151 0.335 -3.551
C 3.013 0.995 -2.347
C 2.594 0.243 -1.261
H 0.369 2.319 0.629
H 1.410 3.746 0.664
H 1.205 2.832 -0.838
H 2.552 1.793 1.709
H 3.408 2.329 0.250
H 2.539 -0.523 2.726
H 1.327 -1.769 2.278
H -2.177 -3.413 -0.379
H -4.539 -3.190 -1.115
H -5.873 -1.242 -0.497
H -4.921 0.579 0.879
H -1.637 2.084 2.817
H -2.932 2.329 1.619
H -3.281 1.500 3.152
H 2.263 -2.841 -2.686
H 3.002 -1.499 -4.639
H 3.476 0.886 -4.422
H 3.229 2.050 -2.262
*
```

Values from the calculation:
**ΔE to the lowest compared entry with this formula, charge and spin**: 0.000 eV
**SMILES string**: CCn1c(CSc2nc3ccccc3n2C)nc2ccccc21
**Orbital gap**: 8.5 eV
**Lowest unoccupied orbital energy**: 0.47 eV
**DFT total energy**: -1313.97196 Ha
**HOMO energy**: -8.052 eV

The following is a quantum chemistry calculation of 2 unconnected molecules or ions with the total composition C5H16N3OP, from the OMol25 dataset.

ORCA input file:
```
! wB97M-V def2-TZVPD RIJCOSX def2/J DEFGRID3
* xyz 0 1
C 1.385 -2.703 0.065
C 1.160 1.625 1.235
C 1.975 1.561 -1.044
C -2.688 -0.496 -0.336
C -2.054 1.578 0.734
N 0.681 -1.857 0.979
N 0.858 1.342 -0.151
N -1.681 0.527 -0.174
O 0.000 -0.479 -1.876
P -0.110 0.024 -0.506
H 2.438 -2.413 0.065
H 1.307 -3.751 0.383
H 1.012 -2.645 -0.966
H 2.116 1.186 1.531
H 1.215 2.709 1.384
H 0.390 1.204 1.877
H 1.725 1.158 -2.023
H 2.162 2.633 -1.133
H 2.889 1.073 -0.687
H -2.946 -0.978 0.612
H -3.591 -0.046 -0.756
H -2.317 -1.245 -1.033
H -1.301 2.360 0.715
H -2.997 2.004 0.382
H -2.203 1.227 1.761
H -0.256 -2.233 1.136
*
```

Values from the calculation:
**ΔE to the lowest compared entry with this formula, charge and spin**: 0.000 eV
**Orbital gap (spin up / spin down)**: 8.5 / 8.5 eV
**Lowest unoccupied orbital energy (spin up / spin down)**: 0.48 / 0.47 eV
**DFT total energy**: -780.92517 Ha
**HOMO energy (spin up / spin down)**: -8.054 / -8.061 eV

The following is a quantum chemistry calculation of a single C3H6O3 molecule, from the OMol25 dataset.

ORCA input file:
```
! wB97M-V def2-TZVPD RIJCOSX def2/J DEFGRID3
* xyz 0 1
O 0.128 1.309 -0.371
C 0.017 0.146 -0.027
C 1.305 -0.645 0.007
O 2.402 0.361 -0.368
C -1.402 -0.263 0.392
O -2.287 0.636 -0.208
H 1.211 -1.373 0.904
H 1.510 -1.307 -0.816
H 1.995 1.198 -0.731
H -1.465 -0.203 1.496
H -1.673 -1.285 0.105
H -1.740 1.425 -0.383
*
```

Values from the calculation:
**ΔE to the lowest compared entry with this formula, charge and spin**: 2.381 eV
**SMILES string**: O=C(CO)CO
**Orbital gap**: 11.1 eV
**Lowest unoccupied orbital energy**: 0.54 eV
**DFT total energy**: -343.56705 Ha
**HOMO energy**: -10.581 eV

The following is a quantum chemistry calculation of 8 unconnected molecules or ions with the total composition C49H88BNO15PS2, from the OMol25 dataset.

ORCA input file:
```
! wB97M-V def2-TZVPD RIJCOSX def2/J DEFGRID3
* xyz -1 1
C 4.879 -0.833 -0.084
C 4.282 0.087 0.692
P 4.815 2.012 0.830
C 4.068 2.311 -0.953
C 5.145 2.801 -1.929
C 5.984 1.711 -2.593
C 5.203 0.679 -3.433
C 3.946 1.176 -4.146
C 3.098 -0.006 -4.669
C 3.120 2.499 1.676
C 1.797 2.029 1.030
C 0.751 1.530 2.046
C 0.607 0.010 2.163
N 0.365 -0.618 0.847
C -1.073 -0.791 0.557
C -1.736 0.472 0.015
C -3.058 0.222 -0.741
C -3.884 -0.964 -0.239
C 1.075 -1.806 0.604
S 1.541 -2.214 -0.897
S 1.364 -2.898 1.991
C 3.135 -3.233 1.840
C 3.555 -4.443 2.686
C 4.684 -5.202 1.975
B 5.730 1.787 2.569
C 6.614 0.519 2.903
O 5.666 2.752 3.574
H 5.949 -1.043 -0.063
H 4.287 -1.458 -0.763
H 3.401 -0.230 1.266
H 5.263 3.448 0.803
H 6.117 1.619 0.185
H 3.299 3.086 -0.892
H 3.658 1.380 -1.351
H 5.779 3.533 -1.413
H 4.640 3.361 -2.729
H 6.715 2.203 -3.248
H 6.564 1.182 -1.838
H 4.983 -0.196 -2.817
H 5.887 0.336 -4.220
H 4.236 1.763 -5.021
H 3.308 1.753 -3.482
H 3.320 -0.257 -5.706
H 3.272 -0.884 -4.042
H 2.033 0.206 -4.557
H 3.122 2.193 2.731
H 3.117 3.593 1.691
H 1.934 1.278 0.252
H 1.331 2.895 0.547
H 0.958 1.948 3.036
H -0.226 1.925 1.760
H 1.504 -0.401 2.619
H -0.248 -0.201 2.819
H -1.147 -1.557 -0.217
H -1.607 -1.169 1.438
H -1.031 1.002 -0.626
H -1.978 1.148 0.841
H -3.659 1.124 -0.613
H -2.860 0.080 -1.798
H -3.531 -1.881 -0.714
H -4.931 -0.842 -0.519
H -3.859 -1.066 0.848
H 3.708 -2.342 2.087
H 3.322 -3.441 0.786
H 2.697 -5.093 2.861
H 3.960 -4.072 3.628
H 5.305 -4.478 1.442
H 5.344 -5.702 2.682
H 4.299 -5.900 1.232
H 7.663 0.832 2.988
H 6.356 0.093 3.879
H 6.570 -0.257 2.137
H 5.619 2.303 4.426
O 6.186 0.234 6.088
C 7.159 -0.230 6.603
O 8.357 -0.280 5.975
C 9.315 -0.987 6.772
C 8.789 -0.900 8.202
C 7.279 -0.875 7.974
H 9.370 -2.017 6.412
H 10.287 -0.518 6.641
H 9.135 -1.715 8.835
H 9.107 0.039 8.656
H 6.853 -1.878 7.917
H 6.738 -0.291 8.713
O -9.174 -5.002 -2.220
C -8.445 -4.147 -1.794
O -7.146 -4.076 -2.145
C -6.478 -3.034 -1.403
C -7.592 -2.090 -0.965
C -8.768 -3.049 -0.800
H -5.963 -3.491 -0.555
H -5.746 -2.555 -2.047
H -7.344 -1.524 -0.070
H -7.805 -1.378 -1.763
H -8.803 -3.492 0.197
H -9.731 -2.602 -1.029
O -11.969 -3.661 -0.837
C -12.268 -4.814 -0.917
O -12.466 -5.590 0.179
C -12.693 -6.953 -0.213
C -13.177 -6.882 -1.658
C -12.436 -5.648 -2.169
H -11.752 -7.498 -0.120
H -13.422 -7.390 0.466
H -12.975 -7.792 -2.219
H -14.253 -6.703 -1.681
H -11.438 -5.881 -2.545
H -12.988 -5.091 -2.921
O -4.483 0.031 -3.442
C -4.205 0.664 -4.421
O -3.022 0.504 -5.059
C -2.903 1.457 -6.128
C -4.336 1.854 -6.468
C -5.019 1.738 -5.110
H -2.312 2.303 -5.771
H -2.375 0.984 -6.953
H -4.418 2.841 -6.917
H -4.764 1.128 -7.162
H -4.941 2.659 -4.536
H -6.060 1.435 -5.179
O 9.222 -4.438 2.718
C 9.295 -3.696 1.782
O 10.372 -3.696 0.954
C 10.252 -2.639 -0.016
C 8.763 -2.325 -0.089
C 8.315 -2.629 1.339
H 10.837 -1.786 0.334
H 10.668 -2.988 -0.959
H 8.552 -1.309 -0.415
H 8.272 -3.009 -0.782
H 8.424 -1.760 1.990
H 7.294 -2.996 1.387
O -5.469 4.724 -5.516
C -5.753 5.427 -4.586
O -5.605 5.009 -3.318
C -6.109 5.984 -2.394
C -6.086 7.302 -3.164
C -6.336 6.831 -4.601
H -7.120 5.689 -2.103
H -5.481 5.998 -1.507
H -6.811 8.024 -2.794
H -5.096 7.751 -3.093
H -7.399 6.756 -4.837
H -5.840 7.440 -5.352
O -5.028 5.663 1.032
C -4.131 5.234 1.702
O -2.891 5.061 1.205
C -2.036 4.434 2.180
C -2.690 4.733 3.525
C -4.171 4.778 3.149
H -1.998 3.364 1.965
H -1.036 4.845 2.079
H -2.442 4.001 4.290
H -2.372 5.714 3.881
H -4.637 3.792 3.183
H -4.751 5.475 3.749
*
```

Values from the calculation:
**Orbital gap**: 4.7 eV
**Lowest unoccupied orbital energy**: 1.91 eV
**DFT total energy**: -4265.75018 Ha
**HOMO energy**: -2.775 eV

The following is a quantum chemistry calculation of 2 unconnected molecules or ions with the total composition Cl3H5Si3, from the OMol25 dataset.

ORCA input file:
```
! wB97M-V def2-TZVPD RIJCOSX def2/J DEFGRID3
* xyz 0 1
Si -1.081 -1.082 -0.091
Si -1.197 1.293 0.010
Si 3.451 -0.950 -0.279
Cl 2.229 0.206 -1.459
Cl 0.434 2.081 1.164
Cl 2.531 -0.887 1.512
H 0.043 -1.423 0.739
H -0.732 -1.612 -1.494
H -2.333 -1.540 0.368
H -2.172 2.000 0.937
H -1.172 1.913 -1.407
*
```

Values from the calculation:
**ΔE to the lowest compared entry with this formula, charge and spin**: 1.749 eV
**Orbital gap**: 8.8 eV
**Lowest unoccupied orbital energy**: -0.74 eV
**DFT total energy**: -2252.10379 Ha
**HOMO energy**: -9.584 eV

The following is a quantum chemistry calculation of 2 unconnected molecules or ions with the total composition C6H15N3, from the OMol25 dataset.

ORCA input file:
```
! wB97M-V def2-TZVPD RIJCOSX def2/J DEFGRID3
* xyz 0 1
C 0.823 1.425 0.061
C 1.385 1.080 -1.063
C 0.659 0.522 -2.292
C 1.451 -0.563 -3.062
C -0.888 0.200 -1.984
H 1.494 1.756 0.865
H -0.247 1.589 0.262
H 2.503 1.085 -1.173
H 0.624 1.347 -3.031
H 2.525 -0.298 -3.023
H 1.253 -0.405 -4.075
H 1.377 -1.652 -2.868
H -0.910 -0.822 -1.576
H -1.376 0.198 -2.940
H -1.130 1.014 -1.194
C -2.256 -0.527 3.382
N -1.608 -0.643 2.157
N -0.461 -0.751 1.742
N 0.608 -0.749 2.727
H -3.141 -1.120 3.320
H -1.712 -0.907 4.366
H -2.712 0.577 3.391
H 0.304 -1.106 3.657
H 1.434 -1.251 2.352
*
```

Values from the calculation:
**ΔE to the lowest compared entry with this formula, charge and spin**: 4.611 eV
**SMILES string**: C=CC(C)C.C/N=N\N
**Orbital gap**: 9.6 eV
**Lowest unoccupied orbital energy**: 0.89 eV
**DFT total energy**: -401.71783 Ha
**HOMO energy**: -8.697 eV

The following is a quantum chemistry calculation of a molecular structure, C28H32FMgN5O7P2SSi, from the OMol25 dataset.

ORCA input file:
```
! wB97M-V def2-TZVPD RIJCOSX def2/J DEFGRID3
* xyz 0 1
Mg -0.242 0.984 -0.392
C -1.239 5.778 1.253
C -1.126 4.534 0.380
O -1.440 4.850 -0.985
P 0.588 3.943 0.256
O 1.104 3.677 1.726
O 1.475 5.208 -0.105
O 0.768 2.806 -0.686
P -2.226 3.172 1.060
O -3.438 3.279 -0.020
O -2.698 3.478 2.419
O -1.500 1.877 0.776
H -0.625 6.583 0.849
H -0.945 5.569 2.280
H -2.280 6.101 1.265
H -2.333 4.522 -1.160
H 1.106 2.738 1.963
H 1.219 5.614 -0.946
H -4.264 3.492 0.435
C -2.888 -3.043 -0.583
Si -1.631 -2.072 0.439
C -2.594 -0.993 1.626
C -0.667 -3.265 1.524
N -0.581 -1.101 -0.528
C 0.289 -1.715 -1.382
C 0.293 -3.077 -1.779
C 1.242 -3.609 -2.638
C 2.261 -2.833 -3.174
C 2.301 -1.485 -2.833
C 1.343 -1.001 -1.983
F 1.423 0.353 -1.656
H -3.898 -2.906 -0.192
H -2.682 -4.116 -0.576
H -2.885 -2.715 -1.625
H -3.327 -1.632 2.126
H -3.129 -0.162 1.168
H -1.953 -0.566 2.397
H -1.349 -3.832 2.162
H 0.006 -2.704 2.178
H -0.067 -3.979 0.960
H -0.486 -3.727 -1.409
H 1.174 -4.657 -2.899
H 2.994 -3.252 -3.848
H 3.055 -0.811 -3.219
N 7.888 -4.940 3.059
C 6.987 -4.237 2.942
C 5.858 -3.355 2.791
C 5.510 -2.493 3.827
C 4.433 -1.637 3.680
C 3.704 -1.658 2.500
C 4.032 -2.528 1.467
C 5.119 -3.371 1.612
N 2.599 -0.783 2.338
C 1.654 -0.432 3.279
C 0.750 0.346 2.628
N 1.136 0.501 1.310
C 2.244 -0.184 1.180
H 6.090 -2.486 4.739
H 4.176 -0.944 4.468
H 3.426 -2.572 0.571
H 5.384 -4.054 0.817
H 1.682 -0.808 4.285
H -0.164 0.782 2.995
H 2.814 -0.283 0.272
S -1.652 2.632 -4.578
C -0.707 2.192 -3.216
N -1.269 1.434 -2.334
C -2.570 1.123 -2.728
C -3.451 0.304 -2.023
C -4.703 0.080 -2.549
C -5.090 0.662 -3.767
C -4.228 1.471 -4.474
C -2.958 1.692 -3.939
H 0.302 2.559 -3.099
H -3.144 -0.142 -1.087
H -5.397 -0.557 -2.018
H -6.079 0.466 -4.161
H -4.523 1.916 -5.414
*
```

Values from the calculation:
**ΔE to the lowest compared entry with this formula, charge and spin**: 0.000 eV
**Orbital gap**: 6.9 eV
**Lowest unoccupied orbital energy**: -0.27 eV
**DFT total energy**: -3557.47825 Ha
**HOMO energy**: -7.119 eV

The following is a quantum chemistry calculation of 2 unconnected molecules or ions with the total composition C3H7O2S, from the OMol25 dataset.

ORCA input file:
```
! wB97M-V def2-TZVPD RIJCOSX def2/J DEFGRID3
* xyz -1 1
C -1.137 -1.748 -0.046
S -1.161 -0.929 1.608
C -0.438 0.663 1.134
H -1.769 -2.629 0.015
H -1.533 -1.091 -0.821
H -0.092 -1.916 -0.303
H -1.154 1.466 1.305
H 0.023 0.435 0.176
H 0.301 0.843 1.920
O 2.380 1.975 -1.965
C 1.741 1.219 -1.174
O 2.196 0.282 -0.517
H 0.643 1.431 -1.331
*
```

Values from the calculation:
**ΔE to the lowest compared entry with this formula, charge and spin**: 1.116 eV
**Orbital gap**: 7.1 eV
**Lowest unoccupied orbital energy**: 3.20 eV
**DFT total energy**: -667.20228 Ha
**HOMO energy**: -3.930 eV

no.,largest force on an atom (eV/Å)
1,0.8
2,3.5
3,2.4
4,1.7
5,2.1
6,3.4
7,0.5
8,3.3